No. 1
Here is a molecular structure, C3H5BrO at a distorted geometry from the OMol25 dataset. Energies are from ωB97M-V with the def2-TZVPD basis set.

Output
LUMO energy = 0.75 eV
Multiplicity = 1
Maximum force = 6.573 eV Å⁻¹
Relative energy (zero: lowest compared OMol25 entry of this formula, charge and spin) = 236.3 kJ/mol
Frontier orbital gap = 10.456 eV
Energy = -2766.446035 Ha

Each line ends with the Löwdin charge.
Cartesian coordinates (Å):
Br (-2.606, 0.127, -0.141)  0.5835
O (-0.327, -1.231, 0.253)  -0.2348
C (0.850, -0.909, -0.507)  -0.0004
C (0.344, 0.972, 0.006)  0.0101
C (-0.738, 0.059, 0.594)  -0.7454
H (0.887, 1.477, 0.692)  0.0306
H (0.165, 1.525, -0.898)  0.0707
H (0.617, -1.043, -1.524)  0.0658
H (1.853, -1.336, -0.159)  0.1139
H (-1.045, 0.358, 1.684)  0.1061

Cartesian forces (eV/Å) of the 2 atoms listed first:
0.10 0.58 -0.28
0.88 0.55 1.17

---

No. 2
Here is a single C3H5BrO2 molecule at a distorted geometry from the OMol25 dataset. Energies are from ωB97M-V with the def2-TZVPD basis set.

Output
LUMO energy = 0.73 eV
SMILES = C[C@@H]1O[C@@]1(O)Br
Multiplicity = 1
Maximum force = 4.426 eV Å⁻¹
Relative energy (zero: lowest compared OMol25 entry of this formula, charge and spin) = 163.1 kJ/mol
Frontier orbital gap = 11.183 eV
Energy = -2841.736768 Ha

Each line ends with the Löwdin charge.
Cartesian coordinates (Å):
Br (-1.957, 1.711, 1.215)  0.8212
O (0.642, 0.636, 1.123)  -0.0025
O (-1.318, -0.916, 0.946)  -0.0910
C (0.977, -0.599, -1.012)  -0.0280
C (0.417, 0.618, -0.325)  -0.2357
C (-0.652, 0.438, 0.745)  -0.8722
H (0.425, -0.738, -2.031)  0.1304
H (0.584, 1.477, -0.831)  0.0998
H (-1.945, -0.727, 1.688)  0.0539
H (0.759, -1.378, -0.391)  0.0343
H (2.067, -0.521, -1.127)  0.0901

Cartesian forces (eV/Å) of the 2 atoms listed first:
-0.22 0.88 0.11
-0.16 -0.01 0.24

---

No. 3
Here is a single C3H5BrS molecule at a distorted geometry from the OMol25 dataset. Energies are from ωB97M-V with the def2-TZVPD basis set.

Output
LUMO energy (spin up / spin down) = -0.60 / -0.60 eV
Multiplicity = 1
Maximum force = 4.043 eV Å⁻¹
Relative energy (zero: lowest compared OMol25 entry of this formula, charge and spin) = 324.3 kJ/mol
Frontier orbital gap (spin up / spin down) = 7.828 / 7.830 eV
Energy = -3089.365498 Ha

Each line ends with the Löwdin charge.
Cartesian coordinates (Å):
Br (3.036, -1.454, -0.108)  0.5331
S (1.414, 0.877, 1.347)  0.6846
C (-0.095, -0.413, -0.497)  -0.0753
C (2.105, 0.228, -0.280)  -0.8803
C (-0.083, -0.281, 1.010)  -0.4914
H (2.785, 0.958, -0.766)  -0.0065
H (-0.027, -1.361, 1.297)  0.0870
H (-0.644, 0.264, -1.123)  0.0495
H (-0.983, 0.129, 1.266)  0.0211
H (-0.075, -1.361, -1.093)  0.0782

Cartesian forces (eV/Å) of the 2 atoms listed first:
0.00 0.20 -0.08
-1.24 -1.93 -1.27

---

No. 4
Here is a single C3H5BrS molecule at a distorted geometry from the OMol25 dataset. Energies are from ωB97M-V with the def2-TZVPD basis set.

Output
LUMO energy = 0.82 eV
SMILES = CS/C=C/Br
Multiplicity = 1
Maximum force = 2.630 eV Å⁻¹
Relative energy (zero: lowest compared OMol25 entry of this formula, charge and spin) = 71.8 kJ/mol
Frontier orbital gap = 9.146 eV
Energy = -3089.461665 Ha

Each line ends with the Löwdin charge.
Cartesian coordinates (Å):
Br (-4.174, 0.143, -0.076)  0.6468
S (0.077, -1.204, 0.267)  0.8299
C (-2.685, -0.990, 0.167)  -0.6970
C (-1.482, -0.553, -0.125)  -0.6378
C (0.953, 0.326, -0.171)  -0.4085
H (1.804, 0.485, 0.489)  0.0311
H (0.260, 1.216, -0.111)  0.0504
H (-1.315, 0.462, -0.575)  0.0579
H (-2.932, -2.073, 0.503)  0.0924
H (1.258, 0.288, -1.219)  0.0349

Cartesian forces (eV/Å) of the 2 atoms listed first:
-0.13 -0.16 -0.10
0.32 0.06 0.00

---

No. 5
Here is a molecular structure, C3H5CdO3 at a distorted geometry from the OMol25 dataset. Energies are from ωB97M-V with the def2-TZVPD basis set.

Output
LUMO energy (spin up / spin down) = -7.09 / -7.09 eV
Multiplicity = 1
Maximum force = 5.328 eV Å⁻¹
Relative energy (zero: lowest compared OMol25 entry of this formula, charge and spin) = 504.6 kJ/mol
Frontier orbital gap (spin up / spin down) = 6.638 / 6.638 eV
Total charge = +1
Energy = -510.298036 Ha

Each line ends with the Löwdin charge.
Cartesian coordinates (Å):
Cd (-0.957, 0.100, 2.304)  1.5364
O (-2.002, 0.084, 0.710)  -0.3472
O (-0.633, -0.012, -1.190)  -0.0174
O (0.104, -0.751, 0.828)  -0.2593
C (1.231, -0.204, 0.124)  -0.1324
C (0.557, 0.711, -0.881)  -0.1313
C (-1.094, -0.666, -0.061)  -0.4769
H (1.131, 0.849, -1.803)  0.1487
H (0.318, 1.693, -0.445)  0.1325
H (1.889, 0.313, 0.829)  0.1356
H (1.775, -1.024, -0.365)  0.1458
H (-2.319, -1.093, -0.049)  0.2655

Cartesian forces (eV/Å) of the 2 atoms listed first:
0.11 1.58 5.09
-1.61 1.86 -0.75

---

No. 6
Here is a molecular structure, C3H5CeFN2O3S at a distorted geometry from the OMol25 dataset. Energies are from ωB97M-V with the def2-TZVPD basis set.

Output
LUMO energy (spin up / spin down) = -17.70 / -16.87 eV
Multiplicity = 2
Maximum force = 4.077 eV Å⁻¹
Frontier orbital gap (spin up / spin down) = 4.251 / 5.079 eV
Total charge = +3
Energy = -1424.235872 Ha

Each line ends with the Mulliken spin population.
Cartesian coordinates (Å):
Ce (-2.775, 1.622, 2.477)  1.0211
S (-1.488, 0.539, -0.385)  -0.0010
F (-1.647, -0.157, -1.765)  -0.0001
O (-0.670, -1.524, 0.987)  0.0001
O (-2.851, 0.686, 0.320)  -0.0114
O (-1.040, 1.867, -0.641)  -0.0010
N (0.071, -2.775, -1.022)  -0.0001
N (-0.442, -0.195, 0.728)  -0.0058
C (1.695, 0.288, -0.713)  -0.0010
C (0.993, 0.238, 0.686)  0.0002
C (-0.292, -2.350, -0.042)  -0.0003
H (2.593, 0.949, -0.591)  0.0000
H (1.099, 0.735, -1.537)  0.0000
H (1.069, 1.242, 1.175)  -0.0005
H (1.569, -0.464, 1.344)  0.0000
H (2.116, -0.701, -1.022)  -0.0001

Cartesian forces (eV/Å) of the 2 atoms listed first:
0.08 -1.08 -2.51
0.27 2.78 -2.30

---

No. 7
Here is 3 unconnected molecules or ions with the total composition C3H5Cl2NO5 at a distorted geometry from the OMol25 dataset. Energies are from ωB97M-V with the def2-TZVPD basis set.

Output
LUMO energy (spin up / spin down) = -4.45 / -4.17 eV
Multiplicity = 1
Maximum force = 4.074 eV Å⁻¹
Relative energy (zero: lowest compared OMol25 entry of this formula, charge and spin) = 294.0 kJ/mol
Frontier orbital gap (spin up / spin down) = 5.001 / 5.036 eV
Energy = -1468.203052 Ha

Each line ends with the Löwdin charge.
Cartesian coordinates (Å):
Cl (-0.559, 1.094, 1.760)  0.5759
Cl (0.938, -1.477, 3.614)  0.5879
O (0.900, 1.900, -4.519)  0.0833
O (2.683, 3.177, -4.956)  0.0739
O (1.578, 1.654, 0.188)  0.0095
O (1.259, 0.867, -0.702)  0.0461
O (0.676, -1.278, 0.796)  -0.0175
N (1.940, 2.471, -4.276)  -0.1532
C (-1.443, -0.727, -0.089)  -0.0586
C (-0.529, -1.447, 2.612)  -0.5578
C (-0.385, -0.715, 1.151)  -0.9059
H (-1.270, -0.972, 3.250)  0.0510
H (-1.283, 0.237, -0.605)  0.0500
H (-2.485, -0.790, 0.219)  0.0671
H (-1.301, -1.495, -0.865)  0.0803
H (-0.720, -2.500, 2.423)  0.0681

Cartesian forces (eV/Å) of the 2 atoms listed first:
0.30 0.51 0.23
0.04 0.37 -0.30

---

No. 8
Here is 2 unconnected molecules or ions with the total composition C3H5ClF2 at a distorted geometry from the OMol25 dataset. Energies are from ωB97M-V with the def2-TZVPD basis set.

Output
LUMO energy (spin up / spin down) = 0.60 / 0.79 eV
Multiplicity = 1
Maximum force = 4.060 eV Å⁻¹
Relative energy (zero: lowest compared OMol25 entry of this formula, charge and spin) = 351.1 kJ/mol
Frontier orbital gap (spin up / spin down) = 8.615 / 8.927 eV
Energy = -777.095042 Ha

Each line ends with the Löwdin charge.
Cartesian coordinates (Å):
Cl (-0.387, 1.227, 2.002)  0.6772
F (-0.510, 2.084, -0.425)  -0.0534
F (0.961, -0.265, -1.831)  -0.0160
C (0.615, -0.618, -0.535)  -0.2045
C (-0.703, -1.200, -0.185)  -0.1236
C (0.297, 1.580, 0.512)  -0.6996
H (1.391, -0.850, 0.174)  0.0953
H (-1.446, -0.663, -0.774)  0.0760
H (-0.572, -2.392, -0.374)  0.1373
H (-0.938, -0.970, 0.880)  0.0317
H (1.292, 2.067, 0.556)  0.0797

Cartesian forces (eV/Å) of the 2 atoms listed first:
-0.69 0.19 1.03
-0.46 0.61 0.18

---

No. 9
Here is a single C3H5ClFNS2 molecule at a distorted geometry from the OMol25 dataset. Energies are from ωB97M-V with the def2-TZVPD basis set.

Output
LUMO energy = 0.00 eV
SMILES = F[C@](Cl)(/C=N\S)CS
Multiplicity = 1
Maximum force = 4.522 eV Å⁻¹
Relative energy (zero: lowest compared OMol25 entry of this formula, charge and spin) = 197.1 kJ/mol
Frontier orbital gap = 8.852 eV
Energy = -1528.377910 Ha

Each line ends with the Löwdin charge.
Cartesian coordinates (Å):
Cl (-0.682, 2.100, -0.358)  0.7320
S (-0.576, -0.415, -2.700)  0.5614
S (2.124, -0.430, -0.210)  0.6516
F (-1.193, 0.926, 1.645)  -0.0232
N (-1.402, -0.847, -1.260)  -0.3971
C (-1.382, -0.452, -0.029)  -0.2292
C (0.926, 0.306, 0.968)  -0.5589
C (-0.497, 0.613, 0.569)  -0.9782
H (-1.943, -1.112, 0.583)  0.1128
H (1.032, 0.090, -2.507)  -0.0467
H (1.511, -1.796, 0.063)  -0.0062
H (0.899, -0.292, 1.952)  0.1182
H (1.183, 1.311, 1.284)  0.0635

Cartesian forces (eV/Å) of the 2 atoms listed first:
0.68 0.57 -1.20
2.28 0.54 0.94

---

No. 10
Here is a single C3H5ClN2 molecule at a distorted geometry from the OMol25 dataset. Energies are from ωB97M-V with the def2-TZVPD basis set.

Output
LUMO energy (spin up / spin down) = -0.25 / -0.61 eV
Multiplicity = 1
Maximum force = 5.856 eV Å⁻¹
Relative energy (zero: lowest compared OMol25 entry of this formula, charge and spin) = 417.5 kJ/mol
Frontier orbital gap (spin up / spin down) = 7.978 / 6.738 eV
Energy = -686.836940 Ha

Each line ends with the Löwdin charge.
Cartesian coordinates (Å):
Cl (0.438, 2.764, 0.080)  0.5138
N (-0.660, 1.548, 0.454)  -0.5235
N (0.914, -0.755, 0.274)  -0.0245
C (0.989, -0.199, 1.377)  -0.0368
C (-0.755, 0.731, -0.722)  -0.3979
C (0.227, -0.479, -0.741)  -0.1051
H (-1.741, 0.116, -0.800)  0.1426
H (0.023, -0.198, 1.999)  0.1224
H (-0.608, 1.305, -1.624)  0.0596
H (0.208, -1.198, -1.654)  0.1458
H (1.981, 0.009, 1.822)  0.1038

Cartesian forces (eV/Å) of the 2 atoms listed first:
0.75 1.22 -0.18
-0.36 -2.06 -0.06

---

> Look up the maximum force of the seventh one.

4.074 eV Å⁻¹

---

Please write out number 6 again, unchanged.
Here is a molecular structure, C3H5CeFN2O3S at a distorted geometry from the OMol25 dataset. Energies are from ωB97M-V with the def2-TZVPD basis set.

Output
LUMO energy (spin up / spin down) = -17.70 / -16.87 eV
Multiplicity = 2
Maximum force = 4.077 eV Å⁻¹
Frontier orbital gap (spin up / spin down) = 4.251 / 5.079 eV
Total charge = +3
Energy = -1424.235872 Ha

Each line ends with the Mulliken spin population.
Cartesian coordinates (Å):
Ce (-2.775, 1.622, 2.477)  1.0211
S (-1.488, 0.539, -0.385)  -0.0010
F (-1.647, -0.157, -1.765)  -0.0001
O (-0.670, -1.524, 0.987)  0.0001
O (-2.851, 0.686, 0.320)  -0.0114
O (-1.040, 1.867, -0.641)  -0.0010
N (0.071, -2.775, -1.022)  -0.0001
N (-0.442, -0.195, 0.728)  -0.0058
C (1.695, 0.288, -0.713)  -0.0010
C (0.993, 0.238, 0.686)  0.0002
C (-0.292, -2.350, -0.042)  -0.0003
H (2.593, 0.949, -0.591)  0.0000
H (1.099, 0.735, -1.537)  0.0000
H (1.069, 1.242, 1.175)  -0.0005
H (1.569, -0.464, 1.344)  0.0000
H (2.116, -0.701, -1.022)  -0.0001

Cartesian forces (eV/Å) of the 2 atoms listed first:
0.08 -1.08 -2.51
0.27 2.78 -2.30

---

> Which value of maximum force does entry 1 give?

6.573 eV Å⁻¹